(1)
Density functional theory data (ωB97M-V/def2-TZVPD) for a cluster of 12 separate species, C48H88O20 in total at a distorted geometry.

Properties
- Energy: -92148.7754 eV
- HOMO: -9.4 eV
- Molar mass: 985.212 g/mol

The geometry in XYZ format:
```
156
C48H88O20 ωB97M-V/def2-TZVPD
C 28.081 20.230 -12.291
C 27.715 21.043 -11.020
C 29.128 21.420 -10.513
O 30.035 21.063 -11.553
C 29.359 20.873 -12.797
H 27.244 20.213 -12.992
H 28.226 19.230 -11.877
H 27.131 20.537 -10.256
H 27.158 21.931 -11.325
H 29.382 20.826 -9.634
H 29.212 22.479 -10.267
H 29.976 20.202 -13.392
H 29.171 21.795 -13.356
C 35.041 20.669 -16.602
C 33.908 21.649 -16.457
C 32.829 20.837 -15.713
O 33.621 20.207 -14.707
C 34.906 19.900 -15.257
H 36.003 21.174 -16.698
H 34.988 19.942 -17.412
H 33.699 22.082 -17.441
H 34.196 22.495 -15.832
H 32.361 20.066 -16.332
H 32.094 21.553 -15.348
H 34.930 18.849 -15.546
H 35.682 20.217 -14.565
C 38.339 24.064 -12.322
C 39.130 23.698 -13.594
C 38.284 22.672 -14.387
O 36.934 22.961 -13.948
C 36.997 23.393 -12.612
H 38.212 25.143 -12.245
H 38.835 23.730 -11.413
H 40.086 23.235 -13.333
H 39.385 24.523 -14.257
H 38.536 21.630 -14.194
H 38.338 22.973 -15.430
H 36.888 22.617 -11.842
H 36.162 24.056 -12.378
C 32.940 15.233 -13.953
C 33.393 16.593 -14.488
C 34.632 16.997 -13.641
O 34.611 16.082 -12.583
C 33.392 15.387 -12.485
H 33.401 14.373 -14.433
H 31.854 15.146 -13.975
H 32.580 17.320 -14.478
H 33.668 16.449 -15.538
H 34.547 18.050 -13.374
H 35.509 16.737 -14.242
H 32.757 15.985 -11.815
H 33.472 14.421 -11.979
C 38.103 27.354 -9.714
C 36.962 27.541 -10.704
C 35.960 26.552 -10.109
O 36.062 26.861 -8.717
C 37.336 27.402 -8.397
H 38.981 28.001 -9.749
H 38.547 26.371 -9.905
H 37.212 27.195 -11.713
H 36.590 28.557 -10.820
H 36.203 25.509 -10.329
H 34.955 26.717 -10.496
H 37.843 26.745 -7.688
H 37.236 28.408 -7.991
C 31.293 26.050 -9.197
C 30.377 24.821 -9.132
C 29.741 24.940 -7.766
O 29.575 26.334 -7.557
C 30.496 27.090 -8.389
H 31.444 26.343 -10.237
H 32.268 25.813 -8.778
H 30.984 23.927 -9.304
H 29.681 24.788 -9.973
H 30.436 24.567 -7.008
H 28.799 24.393 -7.775
H 31.143 27.605 -7.671
H 29.957 27.898 -8.881
C 31.411 17.845 -9.104
C 30.114 18.063 -9.903
C 29.737 16.677 -10.453
O 30.636 15.756 -9.827
C 31.319 16.383 -8.754
H 31.530 18.540 -8.277
H 32.228 17.889 -9.831
H 30.396 18.781 -10.679
H 29.323 18.580 -9.355
H 29.904 16.762 -11.528
H 28.701 16.409 -10.252
H 32.273 15.938 -8.472
H 30.645 16.161 -7.909
C 39.590 19.646 -9.650
C 40.030 18.491 -10.491
C 40.653 19.167 -11.724
O 39.858 20.348 -11.878
C 39.046 20.599 -10.715
H 40.413 20.135 -9.126
H 38.829 19.450 -8.896
H 39.233 17.798 -10.775
H 40.762 17.850 -9.992
H 40.680 18.566 -12.632
H 41.708 19.394 -11.536
H 38.020 20.347 -11.018
H 38.971 21.667 -10.506
C 33.452 24.790 -6.091
C 32.582 25.827 -5.337
C 32.580 25.633 -3.798
O 32.912 26.914 -3.284
C 33.157 27.776 -4.295
O 33.325 28.943 -4.164
O 33.180 27.111 -5.447
H 33.550 23.926 -5.427
H 34.418 25.132 -6.444
H 32.830 24.390 -6.892
H 31.574 25.809 -5.750
H 33.353 24.931 -3.496
H 31.539 25.426 -3.551
C 35.315 15.962 -9.657
C 35.676 16.565 -8.286
C 36.834 17.597 -8.249
O 36.264 18.589 -7.421
C 34.914 18.523 -7.351
O 34.163 19.285 -6.844
O 34.560 17.385 -7.967
H 34.296 15.595 -9.531
H 35.866 15.097 -10.030
H 35.394 16.715 -10.436
H 35.666 15.854 -7.454
H 37.161 17.838 -9.263
H 37.698 17.262 -7.673
C 38.753 25.117 -5.553
C 37.621 24.184 -6.092
C 37.508 24.133 -7.633
O 37.664 22.695 -7.845
C 38.074 22.076 -6.738
O 38.402 20.928 -6.778
O 38.047 22.882 -5.674
H 39.657 24.767 -6.055
H 38.841 25.091 -4.473
H 38.572 26.131 -5.914
H 36.733 24.561 -5.585
H 38.372 24.572 -8.124
H 36.517 24.442 -7.951
C 34.833 20.263 -11.453
C 33.737 21.256 -11.121
C 32.943 20.960 -9.833
O 32.957 22.220 -9.151
C 33.797 23.074 -9.741
O 34.111 24.145 -9.292
O 34.384 22.473 -10.767
H 35.269 20.555 -12.412
H 34.564 19.211 -11.530
H 35.697 20.330 -10.786
H 33.004 21.345 -11.923
H 33.322 20.225 -9.117
H 31.909 20.675 -10.030
```

Results of the Mulliken charge analysis, in e, for atoms 1 through 2: number 1, C, carries -0.41; number 2, C, carries -0.88

(2)
Density functional theory data (ωB97M-V/def2-TZVPD) for a cluster of 12 separate species, C48H96O36 in total at a distorted geometry.

Properties
- Energy: -125044.7576 eV
- Energy above the lowest of the compared OMol25 structures with the same formula, charge and spin: 19.3 kJ/mol
- HOMO: -10.3 eV
- Molar mass: 1249.260 g/mol

The geometry in XYZ format:
```
180
C48H96O36 ωB97M-V/def2-TZVPD
C 9.212 21.900 -7.257
C 10.161 21.702 -8.408
O 11.507 22.131 -8.127
C 12.315 21.315 -7.453
O 12.004 20.311 -6.878
O 13.524 21.869 -7.537
C 14.668 21.216 -7.002
H 8.190 21.638 -7.535
H 9.127 22.946 -6.955
H 9.546 21.314 -6.400
H 9.895 22.338 -9.254
H 10.176 20.678 -8.787
H 15.225 20.694 -7.778
H 14.404 20.460 -6.260
H 15.268 21.977 -6.510
C 13.392 29.451 -9.397
C 13.358 30.867 -9.985
O 14.380 31.058 -10.960
C 14.019 30.920 -12.231
O 12.992 30.443 -12.638
O 15.046 31.303 -12.990
C 14.822 31.366 -14.390
H 14.403 29.054 -9.443
H 12.691 28.793 -9.912
H 13.019 29.500 -8.372
H 13.543 31.598 -9.198
H 12.366 31.086 -10.375
H 13.768 31.471 -14.655
H 15.185 30.476 -14.900
H 15.323 32.268 -14.736
C 10.671 28.294 -12.631
C 9.675 27.514 -11.770
O 8.388 27.737 -12.351
C 7.346 27.179 -11.738
O 7.384 26.194 -11.045
O 6.295 27.974 -11.926
C 5.052 27.573 -11.383
H 11.604 28.441 -12.093
H 10.253 29.289 -12.800
H 10.805 27.822 -13.601
H 9.743 27.907 -10.751
H 9.979 26.468 -11.806
H 4.383 27.224 -12.172
H 4.616 28.440 -10.896
H 5.150 26.742 -10.684
C 5.967 29.289 -7.354
C 4.749 29.585 -6.507
O 3.918 30.464 -7.255
C 3.232 31.379 -6.578
O 3.252 31.542 -5.389
O 2.497 32.067 -7.451
C 1.878 33.252 -6.944
H 6.478 30.223 -7.595
H 5.721 28.749 -8.269
H 6.715 28.676 -6.842
H 5.059 29.977 -5.539
H 4.194 28.666 -6.311
H 2.567 33.806 -6.310
H 0.966 32.977 -6.421
H 1.663 33.883 -7.803
C 10.805 24.512 -4.495
C 11.885 24.387 -3.441
O 12.922 25.308 -3.798
C 13.788 25.635 -2.845
O 13.706 25.328 -1.682
O 14.742 26.381 -3.375
C 15.714 26.951 -2.482
H 10.516 25.571 -4.498
H 9.931 23.906 -4.279
H 11.162 24.352 -5.516
H 12.324 23.387 -3.451
H 11.460 24.629 -2.471
H 16.425 27.453 -3.125
H 16.152 26.143 -1.900
H 15.238 27.667 -1.815
C 15.386 25.643 -6.592
C 15.188 24.798 -7.834
O 14.930 25.581 -8.993
C 15.836 26.310 -9.622
O 16.964 26.497 -9.263
O 15.248 26.849 -10.697
C 16.086 27.627 -11.541
H 15.886 25.007 -5.858
H 14.417 25.894 -6.154
H 15.948 26.557 -6.750
H 14.369 24.091 -7.751
H 16.099 24.219 -8.025
H 16.530 27.021 -12.334
H 16.902 28.089 -10.991
H 15.451 28.377 -12.006
C 0.041 30.731 -4.426
C 0.755 29.480 -4.046
O 1.667 29.123 -5.095
C 2.131 27.883 -5.058
O 1.960 27.085 -4.174
O 2.852 27.677 -6.156
C 3.396 26.379 -6.356
H 0.702 31.579 -4.623
H -0.613 31.070 -3.621
H -0.568 30.596 -5.321
H 0.040 28.656 -3.961
H 1.288 29.513 -3.096
H 2.709 25.693 -6.847
H 3.805 25.965 -5.438
H 4.200 26.503 -7.085
C 7.251 25.482 -6.352
C 7.378 25.717 -7.831
O 8.555 25.172 -8.428
C 9.651 25.922 -8.362
O 9.743 27.006 -7.846
O 10.548 25.337 -9.154
C 11.818 25.943 -9.362
H 7.818 26.176 -5.728
H 7.673 24.493 -6.169
H 6.201 25.579 -6.082
H 7.320 26.744 -8.203
H 6.530 25.261 -8.345
H 12.504 25.108 -9.426
H 12.104 26.656 -8.589
H 11.843 26.524 -10.288
C 5.961 22.412 -11.444
C 5.226 23.422 -10.621
O 3.849 22.999 -10.562
C 3.185 23.459 -9.504
O 3.674 24.065 -8.586
O 1.907 23.127 -9.618
C 1.094 23.426 -8.489
H 5.335 22.106 -12.282
H 6.140 21.501 -10.865
H 6.952 22.743 -11.746
H 5.268 24.449 -10.984
H 5.631 23.476 -9.609
H 1.060 24.500 -8.307
H 1.470 22.915 -7.603
H 0.094 23.080 -8.726
C 9.643 30.387 -8.314
C 8.842 30.863 -9.506
O 9.744 31.502 -10.409
C 9.271 31.935 -11.572
O 8.145 31.821 -11.964
O 10.270 32.537 -12.219
C 10.017 32.831 -13.587
H 8.976 30.250 -7.465
H 10.480 31.045 -8.085
H 10.067 29.404 -8.530
H 8.043 31.539 -9.195
H 8.385 30.017 -10.027
H 10.804 33.501 -13.922
H 9.048 33.305 -13.727
H 10.072 31.928 -14.199
C 11.132 28.975 0.199
C 12.227 28.532 -0.707
O 11.680 27.974 -1.907
C 11.354 28.799 -2.896
O 11.533 29.987 -2.941
O 10.798 28.057 -3.845
C 10.152 28.680 -4.934
H 10.508 28.106 0.444
H 10.451 29.673 -0.288
H 11.472 29.358 1.159
H 12.810 27.734 -0.254
H 12.892 29.356 -0.968
H 10.688 28.504 -5.866
H 10.036 29.754 -4.789
H 9.170 28.218 -5.039
C 16.357 16.544 -10.454
C 16.782 17.998 -10.371
O 15.623 18.820 -10.415
C 15.842 20.133 -10.342
O 16.889 20.676 -10.146
O 14.669 20.748 -10.505
C 14.687 22.150 -10.340
H 15.768 16.434 -11.367
H 15.824 16.171 -9.586
H 17.254 15.950 -10.642
H 17.503 18.173 -11.178
H 17.383 18.241 -9.490
H 15.328 22.455 -9.508
H 13.724 22.552 -10.033
H 15.043 22.669 -11.229
```

Results of the Mulliken charge analysis, in e, for atoms 1 through 2: number 1, C, carries -0.87; number 2, C, carries -0.34

Look up the HOMO of the second one.
-10.3 eV

Which of these has the highest molar mass?
C48H96O36

molar mass of number 1 (C48H88O20)?
985.212 g/mol